Density functional theory data (ωB97M-V with the def2-TZVPD basis set) for a molecular structure, C4H6O in a non-equilibrium geometry.

Results
ΔE to the lowest compared entry with this formula, charge and spin	94.9	kcal per mole
highest occupied orbital energy	-9.2	eV
strongest force on any atom	6.3	eV/Å

Last column: Löwdin charge in e.
Element x y z (Å)
H1 0.009473 -0.540869 1.429332  0.13
H2 -0.495754 -2.158297 0.541377  0.13
H3 2.754655 1.869455 0.212658  0.16
H4 0.956246 2.442677 -0.700584  0.07
C1 0.896976 0.307401 -0.672460  -0.13
C2 -0.149529 -0.588703 -0.833306  -0.08
H5 -0.774590 -0.851753 -1.689779  0.11
C3 -0.601696 -1.011156 0.598692  -0.24
C4 1.580034 1.479484 -0.419940  -0.08
H6 -2.129440 -0.046248 0.682731  -0.01
O1 -2.046375 -0.901990 0.851279  -0.05

Atoms 1-3, force components in eV/Å:
H -0.64 -0.59 -1.14
H 0.36 1.65 0.74
H -3.79 -2.07 -2.52

Density functional theory data (ωB97M-V with the def2-TZVPD basis set) for 3 unconnected molecules or ions with the total composition C29H65N6O4P3 in a non-equilibrium geometry.

Results
highest occupied orbital energy	-7.5	eV
SMILES string	CCOCP(CCCCCOC)Cc1cccc(C)c1.CN(C)P(=O)(N(C)C)N(C)C.CN(C)P(=O)(N(C)C)N(C)C
strongest force on any atom	7.9	eV/Å

Last column: Löwdin charge in e.
Element x y z (Å)
C1 3.262556 -4.072379 3.391612  -0.13
H1 5.460056 -2.045411 1.932693  0.06
C2 0.144447 6.212923 -1.839778  -0.31
H2 -1.840618 8.089915 0.715284  0.08
H3 2.025754 -5.894585 -3.374275  0.08
C3 1.574631 9.461175 3.771195  -0.07
H4 0.434628 -1.257449 3.472728  0.07
C4 -5.867864 5.801243 -0.274882  -0.24
H5 -2.445146 -7.993216 -0.087138  0.06
H6 2.951389 9.132663 2.048796  0.12
H7 0.051415 -10.817417 -2.157559  0.08
H8 2.103591 7.680262 2.708706  0.10
C5 2.425287 3.106527 1.486318  -0.04
N1 0.004997 -6.569337 -3.323967  -0.33
H9 3.855417 -0.069156 0.031254  0.07
C6 -0.457894 -9.880513 -2.396606  -0.14
H10 0.306484 -3.345016 0.384110  0.09
H11 -3.855016 -7.659712 -1.076132  0.08
H12 0.609792 -10.252583 -0.104503  0.08
H13 -1.707628 4.227495 -1.819490  0.11
H14 4.927397 -2.075799 3.610644  0.08
H15 4.019557 -1.001250 -1.442433  0.08
N2 3.028217 -2.013589 0.132050  -0.29
H16 4.070056 -4.764960 3.644386  0.08
H17 0.513958 9.727051 3.756733  0.08
H18 5.056124 -1.373428 -0.057400  0.06
C7 5.013857 -2.679131 2.701937  -0.14
H19 -2.470724 7.149507 -2.183336  0.09
H20 -0.925872 -9.440495 0.232005  0.06
C8 -2.826728 -7.353877 -0.885843  -0.14
H21 -2.331421 -6.730428 -4.108871  0.06
H22 0.472757 6.789663 1.312145  0.10
O1 1.956801 -0.507273 1.742243  -0.31
C9 4.041377 -1.073743 -0.353991  -0.15
H23 3.344166 3.481882 1.019519  0.08
H24 2.248676 3.746733 2.367980  0.08
N3 1.230986 -2.756724 2.205488  -0.33
O2 0.992244 8.845000 1.449245  -0.22
C10 0.199295 2.469081 0.390251  -0.04
H25 0.901839 -5.006831 -4.416779  0.08
N4 -1.998416 -7.472486 -2.123934  -0.27
H26 -0.129702 -4.304605 1.815108  0.08
N5 0.056631 -8.812460 -1.556293  -0.30
H27 -3.746706 -6.839233 -3.122504  0.08
H28 -1.676829 2.129177 -0.598824  0.10
P1 2.664276 -1.838373 1.820734  0.74
H29 2.335701 -3.925433 -0.509484  0.04
H30 -4.329839 4.457038 -0.799355  0.11
C11 -3.371199 6.322808 -0.315221  -0.21
H31 -6.141108 6.866489 -0.279019  0.12
H32 -4.590547 5.717196 -2.063306  0.11
C12 0.688701 -3.770258 1.321371  -0.16
C13 0.106216 -1.987816 2.736925  -0.15
H33 1.110155 -8.074558 -4.344322  0.09
H34 -0.657207 -8.137789 -4.586808  0.06
H35 -0.439826 -1.460819 1.944907  0.08
C14 0.084875 -9.298473 -0.174862  -0.15
H36 3.011953 -3.495510 4.284578  0.09
H37 2.486851 2.051590 1.798574  0.06
H38 -5.754307 5.727138 3.003384  0.09
H39 -3.792041 6.801481 0.582003  0.09
H40 0.868546 -4.741679 -2.687619  0.06
P2 -0.316361 -7.117630 -1.696206  0.74
H41 1.082545 6.258662 -2.416800  0.08
H42 -5.445005 7.105621 1.939600  0.08
H43 -1.810958 9.279295 -0.587093  0.06
H44 -2.535557 5.704223 0.039841  0.10
H45 0.226366 1.522727 0.931082  0.10
H46 -3.618876 8.179789 -1.339126  0.11
H47 1.759249 8.770918 4.607460  0.07
H48 -0.597244 -2.652476 3.246412  0.08
C15 2.010575 8.751207 2.469871  -0.26
P3 0.064627 7.814696 -0.885304  1.01
H49 -7.108100 6.491584 2.146985  0.09
C16 0.196252 -7.474883 -4.441922  -0.15
H50 5.714515 -3.491493 2.892704  0.08
C17 0.195651 4.919154 -1.025557  -0.28
C18 -0.860457 4.006770 -1.168965  -0.08
H51 2.226963 10.323864 3.956899  0.07
C19 -4.522897 5.525981 -0.983651  -0.16
H52 4.091331 -3.822518 -0.287733  0.08
H53 2.418377 -4.705531 3.138181  0.07
C20 1.224174 4.550029 -0.175150  -0.05
C21 -1.697582 8.207648 -0.368577  -0.36
C22 3.193444 -3.267835 -0.589248  -0.13
H54 1.990174 7.341111 0.481545  0.08
N6 3.687137 -3.211608 2.268835  -0.26
C23 1.003113 -5.506340 -3.449283  -0.15
H55 -6.633021 5.233129 -0.831005  0.12
C24 -6.050255 6.190690 2.052034  -0.13
H56 0.617885 -8.598457 0.471069  0.07
H57 -2.835313 -6.328179 -0.505320  0.08
C25 0.954085 7.613182 0.755231  -0.44
H58 -2.584472 -5.533883 -2.830998  0.09
C26 -0.840128 2.817887 -0.459596  -0.08
H59 -0.259900 -9.726104 -3.450848  0.05
H60 1.412450 -4.552455 1.093674  0.06
H61 3.285306 -3.068619 -1.660001  0.08
H62 -1.533301 -10.056181 -2.261104  0.08
C27 1.250252 3.364392 0.551169  -0.26
C28 -2.790884 7.464510 -1.182629  -0.26
C29 -2.682566 -6.589740 -3.091684  -0.13
O3 -5.824516 5.236284 1.035518  -0.19
O4 0.990692 -6.599736 -1.139811  -0.30
H63 0.256393 -6.907589 -5.375645  0.08
H64 -0.657226 6.101274 -2.576970  0.07
H65 2.068042 5.236385 -0.048255  0.11

Atoms 1-3, force components in eV/Å:
C -0.35 -0.33 0.14
H -0.12 -0.01 -0.07
C 0.83 -1.21 1.11

Please write out number 1 again, unchanged.
Density functional theory data (ωB97M-V with the def2-TZVPD basis set) for a molecular structure, C4H6O in a non-equilibrium geometry.

Results
ΔE to the lowest compared entry with this formula, charge and spin	94.9	kcal per mole
highest occupied orbital energy	-9.2	eV
strongest force on any atom	6.3	eV/Å

Last column: Löwdin charge in e.
Element x y z (Å)
H1 0.009473 -0.540869 1.429332  0.13
H2 -0.495754 -2.158297 0.541377  0.13
H3 2.754655 1.869455 0.212658  0.16
H4 0.956246 2.442677 -0.700584  0.07
C1 0.896976 0.307401 -0.672460  -0.13
C2 -0.149529 -0.588703 -0.833306  -0.08
H5 -0.774590 -0.851753 -1.689779  0.11
C3 -0.601696 -1.011156 0.598692  -0.24
C4 1.580034 1.479484 -0.419940  -0.08
H6 -2.129440 -0.046248 0.682731  -0.01
O1 -2.046375 -0.901990 0.851279  -0.05

Atoms 1-3, force components in eV/Å:
H -0.64 -0.59 -1.14
H 0.36 1.65 0.74
H -3.79 -2.07 -2.52